Entry from OMol25: a 2-piece molecular cluster, C25H31N5O3 overall in a non-equilibrium geometry (ωB97M-V with the def2-TZVPD basis set).

Results
- Net charge: 0
- Gap between HOMO and LUMO: 7.8 eV
- HOMO energy: -7.532 eV
- Structure (SMILES): CNC(=O)[C@H](Cc1c[nH]c2ccccc12)NC(C)=O.CC(=O)N[C@@H]1CNc2ccccc2C1

```
64
Properties=species:S:1:pos:R:3:forces:R:3:mulliken_charge:R:1
O 0.088167 2.801554 0.667514 0.05 -0.09 -0.10 -0.6508
O 4.345030 -2.979121 1.966638 -0.18 0.42 0.06 -0.6338
O 3.943788 0.836586 2.472875 -0.52 -0.30 -0.32 -0.7035
C -1.056951 2.406575 0.809802 0.46 0.31 -0.60 0.7393
C 3.244409 -3.282167 2.402414 1.46 -0.88 -0.50 0.5616
C 3.496452 -0.147103 3.048439 0.36 0.63 -0.88 -0.0393
C -1.252945 -1.465964 2.693423 0.24 -0.02 -0.27 -0.7524
C -0.181200 -0.986131 2.020313 0.36 -0.13 -0.89 0.4371
C -0.282490 -1.414159 -1.837226 0.05 0.18 1.10 -0.8418
C -1.520786 -2.077502 -1.904106 -0.04 0.16 1.21 -0.6571
C -1.198696 2.088093 -6.715835 -0.10 0.07 0.65 -0.4772
C -1.877432 0.929873 -6.325460 -0.04 0.02 0.11 -0.7586
C 0.242477 -0.999634 -0.597502 -0.35 -0.23 -0.33 0.0264
C -2.250396 -2.318938 -0.727556 0.40 0.15 -0.31 -0.9898
C -0.903517 3.072825 -5.768208 -0.18 -0.62 -0.65 -0.6752
C -2.260572 0.757610 -4.990935 0.47 0.78 -0.34 -0.5904
C -0.452384 -1.246169 0.606478 0.00 -0.16 -0.86 1.2308
C -1.712170 -1.909385 0.501632 1.10 0.66 0.36 -0.5193
C -1.282469 2.906053 -4.435849 0.24 0.19 0.37 0.1813
C -1.964402 1.742551 -4.037941 -0.25 -0.43 -0.32 0.7819
N -2.159986 -2.006301 1.801459 -1.20 -0.53 0.48 -0.0319
N 3.996375 -0.442102 4.257095 -0.26 -0.71 1.25 -0.1071
N -0.960194 3.896986 -3.512340 0.12 -0.07 0.43 -0.1642
N -1.844874 2.134625 -0.288507 -0.15 -0.05 0.88 -0.0191
N 2.287153 -2.395709 2.668351 -0.72 1.25 0.45 0.1070
C -1.638202 2.260983 2.203101 -0.37 -0.34 -0.26 -1.2790
C 2.914626 -4.728677 2.682539 -0.05 0.08 -0.09 -1.2432
C 3.616597 -1.491769 5.200702 0.13 0.09 -0.51 -0.7283
C -2.382955 1.564792 -2.598137 0.39 0.18 -0.01 -0.6368
C -1.263646 3.750369 -2.075880 0.28 0.01 -0.51 -1.1178
C -1.386410 2.268441 -1.670013 -0.26 0.16 -0.02 0.3993
C 1.013056 -0.310324 2.634426 -0.19 0.19 -0.06 -1.1375
C 2.376302 -0.961949 2.356995 -0.12 -0.60 -0.06 0.2059
H -1.376783 -1.421962 3.768931 -0.42 -0.22 -0.21 0.4375
H 0.268663 -1.213953 -2.747031 0.02 0.01 0.04 0.4165
H -1.911248 -2.393694 -2.862140 -0.05 -0.02 0.04 0.4454
H -0.901213 2.223973 -7.751631 -0.03 0.00 0.15 0.3671
H -2.108092 0.163721 -7.059193 0.02 0.08 0.09 0.3711
H 1.190920 -0.482592 -0.563881 0.10 0.06 -0.08 0.5118
H -3.205282 -2.820698 -0.768532 -0.11 -0.07 -0.01 0.4228
H -0.379718 3.972420 -6.071083 -0.01 0.00 0.05 0.3521
H -2.788815 -0.143801 -4.695786 0.05 0.08 0.07 0.3550
H -3.032116 -2.433274 2.079633 0.24 0.11 -0.10 0.1770
H 4.744212 0.175145 4.534585 -0.08 0.01 -0.15 0.2798
H -0.223661 4.550159 -3.773763 -0.46 -0.49 0.18 0.2320
H -2.773345 1.763433 -0.119441 0.30 0.10 -0.17 0.3180
H 1.395232 -2.741803 2.978667 -0.13 0.03 -0.04 0.3121
H -2.335494 3.078135 2.401934 0.01 -0.06 -0.02 0.4598
H -0.839488 2.287141 2.949239 -0.07 0.06 -0.33 0.2534
H -2.168583 1.310148 2.289091 -0.11 0.06 0.08 0.2750
H 2.012804 -5.003951 2.139411 -0.14 -0.17 0.10 0.3284
H 3.744882 -5.347553 2.345328 -0.09 0.11 0.06 0.3443
H 2.767479 -4.864839 3.751481 -0.13 -0.15 0.09 0.3035
H 3.965878 -1.227404 6.200067 -0.05 0.07 -0.14 0.3521
H 2.532945 -1.608895 5.227667 0.09 -0.05 0.08 0.2320
H 4.083977 -2.433480 4.906560 -0.12 -0.12 0.16 0.1973
H -2.430086 0.502412 -2.345896 -0.01 0.05 -0.03 0.1244
H -3.382594 1.989833 -2.464648 -0.05 0.06 0.16 0.3727
H -2.199641 4.271971 -1.851409 -0.08 -0.13 0.12 0.2446
H -0.468542 4.222928 -1.490856 -0.13 -0.11 -0.10 0.5106
H -0.405709 1.790256 -1.783281 -0.11 0.07 0.15 0.0918
H 0.867076 -0.261216 3.714364 -0.09 0.05 0.15 0.3113
H 1.048822 0.714495 2.264299 0.23 0.13 0.04 0.3802
H 2.575763 -0.871867 1.288617 0.28 0.11 0.07 0.3035
```
Forces are in eV/Å.